Molecular formula: C4H16N4
Method: DFT, wB97M-V/def2-TZVPD

```
! RIJCOSX wB97M-V def2-TZVPD def2/J DEFGRID3
* xyz 1 2
C 0.23 0.03 2.75
C 1.94 -1.06 1.04
N 0.73 -1.05 1.72
N 2.97 -0.19 1.47
N 2.31 -2.05 0.29
H 0.34 -2.05 1.55
H 3.25 0.20 2.30
H 3.59 0.02 0.64
H 1.63 -2.56 -0.35
H 3.28 -2.57 0.35
H 0.68 1.04 2.65
H 0.13 -0.46 3.71
H -0.83 -0.03 2.21
C -1.52 0.42 -1.39
C -1.47 0.68 -2.94
N -2.42 1.58 -0.98
H -2.07 -0.56 -1.13
H -0.42 0.63 -1.03
H -2.28 1.29 -3.17
H -1.48 -0.16 -3.56
H -3.43 1.58 -1.44
H -2.52 1.75 0.08
H -2.06 2.39 -1.40
H -0.60 1.13 -3.39
*
```

Relative energy (zero: lowest compared OMol25 entry of this formula, charge and spin)   65.56 kcal per mole
Orbital gap (alpha / beta)   2.786 / 7.785 eV
Electronic energy   -380.58892 Ha
F_max   7.3 eV/A



Molecular formula: C35H27N3O5PReS2Se2
Method: DFT, wB97M-V/def2-TZVPD

```
! RIJCOSX wB97M-V def2-TZVPD def2/J DEFGRID3
* xyz -1 2
Re 0.10 -0.36 -0.53
C 2.66 -0.76 3.11
C 2.15 -0.81 1.70
N 0.93 -0.47 1.40
N 0.07 -0.25 2.49
C -1.15 -0.48 2.21
S -1.75 -0.96 0.60
S -2.38 -0.36 3.46
C -1.58 0.76 4.64
C -1.79 2.23 4.35
C -3.04 2.72 3.98
C -3.22 4.08 3.79
C -2.15 4.96 3.93
C -0.90 4.47 4.28
C -0.73 3.11 4.50
C 3.02 -1.33 0.65
C 4.41 -1.37 0.86
C 5.25 -1.98 -0.04
C 4.72 -2.59 -1.17
C 3.37 -2.57 -1.41
C 2.50 -1.92 -0.52
O 1.21 -1.89 -0.87
H 1.84 -0.80 3.82
H 3.19 0.19 3.25
H 3.35 -1.57 3.30
H -0.52 0.51 4.64
H -1.98 0.49 5.61
H -3.87 2.04 3.84
H -4.19 4.45 3.49
H -2.26 6.01 3.70
H -0.06 5.15 4.33
H 0.25 2.73 4.76
H 4.82 -0.90 1.74
H 6.32 -1.97 0.14
H 5.38 -3.08 -1.88
H 2.93 -3.01 -2.29
O 0.70 6.48 1.05
C -0.41 5.94 0.93
O -1.56 6.39 1.08
C -0.35 4.44 0.53
C -1.46 3.62 0.66
C -1.38 2.28 0.36
N -0.25 1.73 -0.13
C 0.82 2.53 -0.30
C 0.82 3.87 0.04
C 2.01 1.86 -0.93
O 3.08 2.40 -1.05
O 1.70 0.66 -1.34
H -2.39 4.05 1.01
H -2.22 1.62 0.48
H 1.71 4.46 -0.08
Se -3.17 -2.89 -2.11
P -2.85 -0.93 -2.83
Se -0.76 -0.20 -2.90
C -3.41 -0.72 -4.56
C -3.23 0.50 -5.22
C -3.67 0.66 -6.52
C -4.29 -0.39 -7.18
C -4.47 -1.60 -6.53
C -4.03 -1.77 -5.23
C -3.82 0.32 -1.92
C -3.48 1.67 -1.96
C -4.24 2.61 -1.28
C -5.34 2.20 -0.54
C -5.69 0.86 -0.49
C -4.93 -0.08 -1.18
H -2.73 1.31 -4.71
H -3.52 1.61 -7.02
H -4.63 -0.26 -8.20
H -4.95 -2.43 -7.05
H -4.16 -2.71 -4.71
H -2.59 1.98 -2.49
H -3.95 3.65 -1.30
H -5.93 2.93 0.00
H -6.54 0.54 0.09
H -5.18 -1.13 -1.13
*
```

Relative energy (zero: lowest compared OMol25 entry of this formula, charge and spin)   0.00 kcal per mole
Orbital gap (alpha / beta)   6.404 / 6.670 eV
Electronic energy   -7909.54038 Ha
F_max   0.2 eV/A